# 1
{
  "formula": "C35H53BF11IN2O10",
  "method": "the ωB97M-V functional and the def2-TZVPD basis",
  "symbols": ["C", "C", "C", "N", "C", "C", "C", "C", "C", "C", "C", "C", "C", "C", "C", "O", "C", "C", "F", "F", "C", "F", "F", "C", "F", "F", "C", "F", "F", "O", "C", "I", "C", "C", "C", "C", "C", "C", "C", "C", "C", "O", "C", "H", "H", "H", "H", "H", "H", "H", "H", "H", "H", "H", "H", "H", "H", "H", "H", "H", "H", "H", "H", "H", "H", "H", "H", "H", "H", "H", "H", "H", "H", "H", "H", "H", "H", "H", "H", "H", "H", "H", "H", "H", "H", "H", "H", "H", "H", "C", "C", "O", "C", "O", "O", "F", "H", "H", "H", "B", "O", "C", "O", "C", "O", "O", "F", "F", "N", "H", "H", "H", "H"],
  "xyz": [[-0.1039, 2.1424, 0.2776], [-1.0912, 1.3247, 1.1020], [-0.6116, 1.0607, 2.5290], [0.7522, 0.5524, 2.4935], [1.2968, 0.1859, 3.7964], [2.6899, -0.3462, 3.6058], [2.8922, -1.6786, 3.2611], [4.1777, -2.1441, 3.0269], [5.2606, -1.2900, 3.1448], [5.0662, 0.0388, 3.5109], [6.2324, 0.9731, 3.6625], [3.7748, 0.5044, 3.7302], [-1.5435, 0.0881, 3.2474], [-2.9500, 0.6337, 3.3806], [-3.0397, 1.8448, 4.3070], [-3.6943, 2.9078, 3.6249], [-3.1366, 4.1636, 3.9146], [-3.8455, 5.2231, 3.0845], [-5.1049, 4.8660, 2.8425], [-3.8724, 6.3724, 3.7878], [-3.1300, 5.4865, 1.7494], [-3.1514, 4.3485, 1.0573], [-1.8508, 5.7870, 2.0205], [-3.6955, 6.6261, 0.8840], [-3.5122, 7.7823, 1.5303], [-5.0022, 6.4499, 0.6980], [-3.0641, 6.7945, -0.5023], [-3.2175, 5.6887, -1.2294], [-1.7595, 7.0705, -0.3849], [-1.6094, -1.1559, 2.5552], [-1.1907, -2.2728, 3.2141], [-2.3119, -2.6343, 5.0701], [-1.3222, -3.5225, 2.3121], [-2.0338, -3.2733, 0.9856], [-1.0974, -2.7464, -0.1186], [-0.3953, -3.9258, -0.8112], [1.0657, -3.7036, -1.1795], [1.2252, -2.6365, -2.2726], [0.9849, -3.2388, -3.6650], [0.3515, -2.2117, -4.6138], [-1.1407, -2.2132, -4.4437], [-1.7395, -1.3770, -5.4016], [-3.0488, -0.9930, -5.0313], [-0.4938, 2.3608, -0.7063], [0.1882, 3.0591, 0.7841], [0.8100, 1.5747, 0.1295], [-2.0240, 1.8705, 1.1250], [-1.2263, 0.3720, 0.6046], [-0.6710, 2.0115, 3.0705], [1.3534, 1.2750, 2.1236], [1.3439, 1.0239, 4.5027], [0.7023, -0.5913, 4.2581], [2.0343, -2.3200, 3.1532], [4.3126, -3.1693, 2.7307], [6.2514, -1.6613, 2.9434], [7.0765, 0.4430, 4.0986], [5.9233, 1.8358, 4.2517], [6.5577, 1.3688, 2.7120], [3.6182, 1.5409, 3.9918], [-1.1828, -0.0713, 4.2641], [-3.5949, -0.1356, 3.7820], [-3.3683, 0.8847, 2.4174], [-3.6355, 1.5906, 5.1778], [-2.0456, 2.1455, 4.6307], [-2.0670, 4.1628, 3.7147], [-3.2906, 4.4142, 4.9634], [-3.5598, 7.6262, -0.9953], [-0.1695, -2.1727, 3.5639], [-1.8462, -4.2862, 2.8689], [-0.3236, -3.9074, 2.1151], [-2.3796, -4.2449, 0.6461], [-2.9174, -2.6648, 1.1180], [-0.3461, -2.1038, 0.3364], [-1.6460, -2.1377, -0.8285], [-0.9403, -4.1410, -1.7242], [-0.4503, -4.7887, -0.1554], [1.4211, -4.6397, -1.6031], [1.6594, -3.4610, -0.3047], [2.2286, -2.2229, -2.2266], [0.5123, -1.8309, -2.1285], [0.3065, -4.0779, -3.5326], [1.9184, -3.6238, -4.0600], [0.7662, -1.2418, -4.3653], [0.5940, -2.4700, -5.6380], [-1.3996, -1.8512, -3.4431], [-1.5329, -3.2287, -4.5296], [-3.0337, -0.1163, -4.3868], [-3.6277, -0.7682, -5.9166], [-3.5546, -1.8171, -4.5349], [6.5930, 1.3301, -4.7131], [7.0070, -0.1001, -4.9868], [6.2399, -0.8223, -4.0406], [5.1064, -0.1009, -3.7819], [4.1444, -0.5232, -3.2448], [5.2515, 1.1681, -4.2439], [8.3257, -0.3036, -4.7420], [7.2057, 1.7681, -3.9227], [6.6211, 1.9694, -5.5903], [6.7712, -0.4594, -5.9888], [-6.3801, -1.6204, -8.2854], [-5.8290, -2.7037, -9.1600], [-5.6202, -3.7852, -8.4424], [-5.1818, -4.8326, -8.8372], [-6.0295, -3.4794, -6.9888], [-5.9617, -4.2454, -6.0633], [-6.4643, -2.2362, -6.9214], [-7.6339, -1.2346, -8.7232], [-5.5136, -0.5349, -8.2620], [6.1766, 0.5913, 6.8686], [5.7473, 0.5284, 5.9305], [7.1907, 0.6591, 6.7673], [5.8236, 1.4199, 7.3503], [5.9400, -0.2451, 7.4062]],
  "forces_ev_per_angstrom": [[0.358, -0.370, 0.342], [0.548, 0.235, -0.194], [-0.352, -0.116, -0.535], [0.082, -0.281, 0.599], [0.428, 0.053, -0.208], [-0.327, -0.072, 0.053], [0.277, 0.425, -0.021], [-0.369, 0.042, -0.040], [-0.151, 0.066, 0.152], [0.088, -0.109, 0.049], [-0.259, -0.118, -0.045], [0.243, -0.331, 0.080], [-0.116, 0.240, 0.107], [-0.312, 0.059, 0.296], [-0.353, -0.162, -0.455], [0.399, 0.195, -0.225], [-0.347, -0.604, 0.259], [0.277, -0.149, 0.033], [-0.598, -0.167, -0.107], [0.134, 0.516, 0.279], [-0.333, 0.232, 0.084], [-0.017, -0.649, -0.425], [0.697, 0.181, 0.178], [0.344, -0.197, -0.170], [0.112, 0.643, 0.354], [-0.755, -0.185, -0.110], [-0.307, 0.284, 0.121], [-0.027, -0.503, -0.361], [0.619, 0.043, 0.032], [-0.178, 0.239, -0.028], [0.235, -0.538, -0.665], [-0.074, 0.035, 0.348], [-0.220, 0.448, 0.076], [0.214, -0.225, -0.372], [0.131, -0.270, 0.534], [0.199, 0.516, 0.111], [-0.449, 0.316, -0.610], [0.237, -0.599, 0.027], [-0.232, 0.584, 0.356], [0.384, -0.834, 0.231], [-0.231, 0.461, -0.014], [0.111, 0.147, -0.127], [-0.104, -0.302, -0.206], [-0.163, 0.210, -0.159], [-0.153, 0.363, -0.006], [0.176, -0.130, -0.176], [-0.375, -0.045, 0.078], [-0.266, -0.249, -0.076], [0.091, 0.179, 0.235], [0.068, -0.014, -0.327], [-0.163, 0.183, 0.143], [-0.136, -0.041, 0.070], [-0.097, -0.220, -0.052], [0.148, -0.215, -0.043], [0.258, -0.032, -0.025], [0.295, 0.150, 0.100], [0.235, 0.205, 0.179], [0.176, 0.093, -0.336], [-0.081, 0.225, 0.041], [0.084, -0.165, 0.081], [0.006, -0.408, 0.038], [-0.032, 0.167, -0.308], [0.013, 0.029, 0.355], [0.148, 0.172, 0.166], [0.205, 0.159, -0.067], [-0.041, 0.211, 0.209], [-0.142, 0.191, -0.115], [0.043, 0.046, 0.300], [-0.055, -0.225, 0.055], [0.223, -0.044, -0.034], [-0.298, -0.166, -0.048], [-0.138, 0.257, 0.109], [0.128, 0.277, 0.075], [-0.105, 0.087, -0.163], [-0.206, -0.370, -0.126], [-0.114, -0.325, 0.035], [0.382, -0.218, 0.141], [0.115, 0.031, 0.325], [0.072, 0.273, -0.050], [-0.063, 0.268, 0.236], [-0.093, -0.289, -0.257], [0.166, -0.120, -0.104], [0.049, 0.367, -0.255], [-0.004, 0.149, -0.302], [-0.015, -0.012, 0.266], [-0.102, -0.212, -0.067], [0.039, 0.139, 0.256], [0.021, 0.129, -0.310], [-0.184, -0.113, 0.206], [-0.050, 0.127, -0.031], [0.026, -0.009, 0.266], [-0.151, 0.033, -0.252], [0.186, 0.128, -0.092], [-0.042, -0.031, 0.178], [0.082, -0.080, -0.015], [-0.057, -0.021, 0.036], [0.067, -0.099, -0.014], [-0.193, -0.017, -0.022], [0.125, -0.037, -0.039], [-0.064, 0.440, -0.118], [-0.023, -0.116, 0.221], [0.101, -0.002, -0.354], [-0.007, -0.026, 0.055], [-0.198, 0.162, 0.608], [0.085, -0.099, -0.054], [0.192, -0.317, -0.305], [-0.103, -0.032, -0.013], [0.100, 0.016, 0.047], [-0.130, -0.076, -0.130], [-0.028, -0.062, -0.019], [-0.007, 0.005, -0.022], [-0.011, 0.000, 0.002], [-0.021, -0.007, -0.010]],
  "homo_lumo_gap_ev": 3.7868,
  "lumo_energy_ev": -3.306,
  "e_homo_ev": -7.09,
  "fmax_ev_per_a": 0.9
}

=====

# 2
{
  "formula": "C19H18N6S2",
  "method": "the ωB97M-V functional and the def2-TZVPD basis",
  "symbols": ["C", "C", "C", "C", "C", "C", "N", "C", "N", "C", "N", "N", "C", "C", "S", "C", "N", "C", "C", "C", "C", "C", "C", "S", "N", "C", "C", "H", "H", "H", "H", "H", "H", "H", "H", "H", "H", "H", "H", "H", "H", "H", "H", "H", "H"],
  "xyz": [[-6.5857, -0.0576, -0.6742], [-5.5667, -1.1610, -0.3816], [-4.1679, -0.6507, -0.5776], [-3.4761, -0.0452, 0.4634], [-2.2059, 0.4686, 0.2847], [-1.5948, 0.3879, -0.9628], [-0.3228, 0.8866, -1.2226], [0.5633, 1.5189, -0.4267], [0.3145, 1.7537, 0.8564], [1.2793, 2.4018, 1.5071], [1.0607, 2.7088, 2.7951], [2.4484, 2.7796, 0.9779], [2.6029, 2.4555, -0.2936], [3.9190, 2.8110, -0.9113], [4.4308, 1.5582, -2.1233], [4.1201, 0.1418, -1.1910], [3.8274, 0.1547, 0.0545], [3.5664, -1.0956, 0.5304], [3.1976, -1.4052, 1.8349], [2.9650, -2.7246, 2.1627], [3.0965, -3.7357, 1.2145], [3.4602, -3.4492, -0.0882], [3.6901, -2.1282, -0.4259], [4.1410, -1.4492, -1.9681], [1.7003, 1.8677, -1.0521], [-2.2816, -0.2186, -2.0139], [-3.5497, -0.7276, -1.8196], [-6.4828, 0.2891, -1.7000], [-7.5991, -0.4259, -0.5315], [-6.4262, 0.7892, -0.0105], [-5.7501, -2.0055, -1.0489], [-5.6948, -1.5046, 0.6469], [-3.9395, 0.0239, 1.4374], [-1.6752, 0.9343, 1.0970], [0.0158, 0.7740, -2.1700], [0.2312, 2.3704, 3.2465], [1.8048, 3.1270, 3.3222], [4.6752, 2.9022, -0.1338], [3.8425, 3.7422, -1.4732], [3.1001, -0.6104, 2.5570], [2.6768, -2.9797, 3.1715], [2.9100, -4.7602, 1.4988], [3.5610, -4.2296, -0.8261], [-1.8148, -0.2886, -2.9867], [-4.0673, -1.1943, -2.6455]],
  "forces_ev_per_angstrom": [[-0.007, -0.220, 0.065], [-0.079, 0.224, -0.069], [-0.039, -0.160, 0.101], [-0.064, -0.113, -0.253], [0.075, 0.087, 0.112], [-0.450, -0.134, 0.195], [0.144, -0.073, -0.497], [0.613, 0.361, 0.256], [-0.345, -0.199, 0.065], [0.262, 0.067, -0.537], [-0.055, 0.034, 0.291], [0.108, 0.266, 0.378], [-0.596, 0.101, 0.159], [0.315, -0.441, -0.150], [0.234, 0.443, -0.384], [0.122, -0.543, -0.092], [0.242, 0.681, 0.025], [-0.044, -1.018, -0.231], [0.015, 0.011, -0.090], [-0.019, 0.030, 0.109], [0.001, -0.123, -0.066], [0.012, -0.083, -0.021], [0.023, 0.350, 0.142], [-0.103, 0.317, 0.367], [-0.095, 0.077, -0.321], [0.100, 0.080, 0.053], [0.037, 0.040, 0.109], [-0.016, 0.072, -0.087], [-0.143, 0.035, -0.006], [-0.011, 0.107, 0.035], [0.011, -0.060, 0.076], [0.011, -0.090, -0.033], [-0.045, 0.001, 0.118], [-0.079, -0.043, 0.006], [0.010, 0.054, 0.217], [0.031, 0.023, 0.003], [-0.023, -0.014, 0.009], [-0.115, 0.070, -0.025], [0.020, 0.003, 0.005], [-0.013, 0.092, 0.102], [-0.025, -0.024, 0.082], [-0.020, -0.087, 0.021], [-0.007, -0.134, -0.039], [0.058, -0.010, -0.106], [-0.049, -0.061, -0.093]],
  "homo_lumo_gap_ev": 8.6444,
  "lumo_energy_ev": 0.683,
  "e_homo_ev": -7.96,
  "e_above_lowest_kcal_mol": 4.0,
  "smiles": "CCc1ccc(Nc2nc(N)nc(CSc3nc4ccccc4s3)n2)cc1",
  "fmax_ev_per_a": 1.0
}

=====

# 3
{
  "formula": "CH4ClN2O",
  "method": "the ωB97M-V functional and the def2-TZVPD basis",
  "symbols": ["C", "N", "N", "O", "Cl", "H", "H", "H", "H"],
  "xyz": [[-1.9875, -0.2040, -0.6492], [1.4921, 0.3056, 0.3887], [-1.3135, -0.2449, 0.3453], [-2.4402, -0.1290, -1.6713], [2.0405, -0.3032, -1.3092], [2.0048, -0.1487, 1.1255], [1.5494, 1.3625, 0.3391], [0.4133, 0.0798, 0.3314], [-1.7590, -0.7181, 1.0996]],
  "forces_ev_per_angstrom": [[0.382, 0.005, -0.541], [-1.626, 0.916, -3.745], [1.772, 0.077, 2.190], [-1.758, 0.279, -2.778], [-0.463, 0.784, 2.453], [0.430, -0.177, 0.340], [0.466, -1.462, 0.368], [0.916, -0.098, 0.671], [-0.119, -0.326, 1.042]],
  "homo_lumo_gap_ev": 9.5045,
  "lumo_energy_ev": -6.349,
  "e_homo_ev": -15.85,
  "e_above_lowest_kcal_mol": 8.4,
  "fmax_ev_per_a": 4.2,
  "total_charge": 1
}

=====

# 4
{
  "formula": "C9H12I2",
  "method": "the ωB97M-V functional and the def2-TZVPD basis",
  "symbols": ["C", "C", "C", "I", "C", "C", "C", "C", "C", "C", "I", "H", "H", "H", "H", "H", "H", "H", "H", "H", "H", "H", "H"],
  "xyz": [[-0.0936, 3.1070, -1.0737], [-0.2749, 2.2098, -0.1083], [-0.3951, 0.6883, -0.2826], [-2.5195, -0.0127, 0.2183], [-0.1348, 0.0402, -1.6462], [-0.0478, -1.4628, -1.3709], [0.2632, -1.6608, 0.1192], [0.0566, -2.7598, 0.8837], [0.4625, -0.1453, 0.6580], [0.2649, 0.0025, 2.2253], [2.6430, 0.2454, 0.0756], [-0.1990, 4.1450, -0.8840], [-0.2375, 2.7872, -2.0851], [-0.2101, 2.5180, 0.8786], [0.8989, 0.4643, -2.0001], [-0.9832, 0.2713, -2.2872], [0.8609, -1.9873, -1.9468], [-1.0291, -2.0634, -1.5231], [0.1516, -2.7430, 1.9828], [-0.1719, -3.7880, 0.4788], [-0.8111, -0.1416, 2.4735], [0.6257, 0.9985, 2.4800], [0.8801, -0.7128, 2.7344]],
  "forces_ev_per_angstrom": [[-1.520, -1.367, 0.040], [0.336, -1.521, -1.635], [0.236, 0.190, 0.226], [0.410, 0.797, -0.144], [0.916, 0.807, -0.149], [1.166, -3.043, -0.444], [-0.894, 1.462, 1.015], [0.497, 0.218, -0.497], [0.040, -2.608, 1.381], [-0.046, 0.609, -2.086], [-0.742, -0.013, 0.703], [0.563, 0.811, 0.279], [0.352, -0.022, -0.619], [-0.176, 0.529, 1.921], [-2.181, -0.759, 0.203], [0.451, 0.133, -0.505], [-2.223, 1.165, 0.806], [1.701, 1.200, -0.353], [0.063, 0.192, -0.701], [0.205, 1.446, 0.137], [0.857, 0.164, -0.151], [-0.268, 0.018, 0.341], [0.259, -0.408, 0.234]],
  "homo_lumo_gap_ev": 8.4024,
  "lumo_energy_ev": -0.550,
  "e_homo_ev": -8.95,
  "e_above_lowest_kcal_mol": 0.0,
  "smiles": "C=C[C@@]1(I)CCC(=C)[C@@]1(C)I",
  "fmax_ev_per_a": 3.3
}

=====

# 5
{
  "formula": "C5H8S",
  "method": "the ωB97M-V functional and the def2-TZVPD basis",
  "symbols": ["C", "C", "C", "C", "C", "S", "H", "H", "H", "H", "H", "H", "H", "H"],
  "xyz": [[1.0799, 0.0811, 0.5743], [0.1028, -0.5582, -0.0599], [-0.3471, -1.8930, 0.3427], [-0.6555, 0.0356, -1.3713], [-2.1807, 0.0671, -1.2293], [-1.3165, 1.6548, -0.9544], [1.5035, -0.3993, 1.4412], [1.4933, 0.9105, 0.1902], [0.1845, -2.1938, 1.1883], [-1.4652, -1.9489, 0.4555], [0.0199, -2.4480, -0.4641], [-0.3312, -0.2402, -2.3795], [-2.9064, 0.0159, -2.0330], [-2.5002, -0.4752, -0.3198]],
  "forces_ev_per_angstrom": [[-1.617, -3.066, 0.329], [-0.715, 1.562, -1.797], [-1.855, 0.960, -0.279], [-0.284, -0.861, 1.866], [0.968, -0.216, 1.556], [-0.497, -0.109, -0.754], [0.198, 0.139, 0.184], [1.340, 3.099, -0.995], [0.475, -0.641, 1.616], [1.240, -0.349, -0.061], [-0.072, -1.765, -1.267], [0.441, 0.489, 0.414], [0.517, -0.011, -0.275], [-0.139, 0.769, -0.537]],
  "homo_lumo_gap_ev": 9.5511,
  "lumo_energy_ev": 1.028,
  "e_homo_ev": -8.52,
  "e_above_lowest_kcal_mol": 41.6,
  "smiles": "C=C(C)[C@H]1CS1",
  "fmax_ev_per_a": 3.5
}

=====

# 6
{
  "formula": "C6H13NO",
  "method": "the ωB97M-V functional and the def2-TZVPD basis",
  "symbols": ["C", "N", "C", "C", "O", "C", "C", "C", "H", "H", "H", "H", "H", "H", "H", "H", "H", "H", "H", "H", "H"],
  "xyz": [[-1.6636, -0.1563, 0.1217], [-1.4245, 1.1825, -0.5471], [-0.1879, 1.5787, -0.9267], [0.2692, 1.1852, -2.2634], [1.4588, 1.0571, -2.6116], [-0.5412, -0.5308, 1.1436], [1.9251, -1.0583, 1.4625], [0.7161, -1.1326, 0.5683], [-2.5888, -0.1046, 0.6991], [-1.8889, -0.8346, -0.6875], [-1.8747, 1.8488, 0.0741], [0.0330, 2.6319, -0.7408], [-0.3339, -0.1028, -2.1917], [-0.5993, 1.2204, -2.9653], [-1.0624, -1.1583, 1.8626], [-0.4524, 0.4534, 1.6149], [2.1481, -0.0797, 1.8924], [1.7214, -1.5864, 2.4153], [2.8318, -1.5928, 1.1969], [0.9638, -0.6588, -0.3758], [0.5504, -2.1620, 0.2587]],
  "forces_ev_per_angstrom": [[0.131, -0.314, -0.600], [0.156, -0.577, 2.320], [-2.213, 1.829, -3.123], [0.815, -3.632, 1.369], [0.341, 0.888, -0.582], [-1.724, 0.731, -0.829], [-0.086, -0.726, 2.633], [0.682, 0.155, -0.767], [-0.043, 0.481, -0.158], [0.387, -0.622, 0.098], [0.159, 0.266, -0.299], [0.624, -0.245, 0.999], [0.137, 1.007, -0.060], [-0.177, 0.599, 0.148], [0.370, -0.324, 0.256], [0.848, -0.238, 0.428], [0.159, 0.324, -0.792], [-0.412, -0.084, -0.200], [0.069, 0.374, -0.920], [0.031, 0.358, -0.140], [-0.253, -0.249, 0.220]],
  "homo_lumo_gap_ev": 6.5609,
  "lumo_energy_ev": -1.031,
  "e_homo_ev": -7.59,
  "e_above_lowest_kcal_mol": 142.1,
  "fmax_ev_per_a": 4.2
}